This record from the OMol25 dataset describes 14 unconnected molecules or ions with the total composition C44H108Cl3N13O13 in a non-equilibrium geometry. The level of theory is wB97M-V/def2-TZVPD.

The geometry in ORCA input format:
```
! RIJCOSX wB97M-V def2-TZVPD def2/J DEFGRID3
* xyz 0 1
C -0.106 -5.194 -0.022
Cl -0.663 -6.839 -0.160
Cl 1.693 -5.013 -0.377
Cl -0.591 -4.499 1.506
H -0.670 -4.575 -0.720
C -3.138 -1.977 -4.527
C -1.695 -2.384 -4.022
C -1.324 -3.827 -4.564
O -1.981 -4.763 -3.762
C -1.762 -6.091 -4.256
N -0.812 -1.257 -4.508
H -3.428 -1.001 -4.137
H -3.828 -2.781 -4.273
H -3.078 -1.902 -5.613
H -1.709 -2.460 -2.935
H -0.269 -3.970 -4.329
H -1.528 -3.829 -5.634
H -0.694 -6.311 -4.226
H -1.905 -6.252 -5.324
H -2.350 -6.854 -3.746
H -1.139 -0.369 -4.157
H 0.033 -1.359 -3.963
C -3.248 4.647 -1.362
C -1.936 3.925 -1.581
C -0.712 4.848 -1.438
O 0.495 4.163 -1.630
C 1.586 4.955 -1.752
N -1.828 2.747 -0.695
H -3.284 5.130 -0.385
H -4.130 4.011 -1.430
H -3.402 5.445 -2.089
H -1.929 3.507 -2.587
H -0.735 5.248 -0.425
H -0.828 5.648 -2.170
H 2.420 4.274 -1.587
H 1.718 5.706 -0.973
H 1.628 5.443 -2.726
H -0.828 2.618 -0.756
H -2.031 2.904 0.282
C -4.732 4.617 3.028
C -4.199 3.231 3.001
C -2.687 3.080 3.289
O -1.863 3.509 2.267
C -0.461 3.494 2.562
N -4.982 2.435 3.885
H -4.748 4.937 4.070
H -5.728 4.764 2.612
H -4.111 5.247 2.390
H -4.388 2.792 2.021
H -2.485 2.012 3.364
H -2.392 3.544 4.231
H -0.374 4.185 3.401
H 0.120 3.939 1.754
H -0.008 2.508 2.664
H -5.085 2.798 4.822
H -4.579 1.535 4.105
C -1.187 5.111 -5.714
C 0.273 4.668 -5.536
C 0.451 3.286 -6.144
O -0.215 2.344 -5.404
C 0.364 1.875 -4.225
N 1.142 5.552 -6.196
H -1.502 5.091 -6.757
H -1.395 6.127 -5.378
H -1.759 4.505 -5.011
H 0.530 4.742 -4.479
H 1.486 2.969 -6.271
H -0.001 3.290 -7.136
H 1.102 1.096 -4.414
H -0.396 1.381 -3.619
H 0.854 2.522 -3.498
H 0.556 5.739 -6.998
H 1.989 5.167 -6.589
C -6.602 -0.508 -1.989
O -6.219 -0.384 -3.141
N -5.816 -0.176 -0.967
C -6.377 -0.153 0.378
C -4.457 0.365 -1.091
H -7.531 -0.978 -1.633
H -5.841 -0.887 0.980
H -7.465 -0.210 0.349
H -6.163 0.735 0.973
H -4.049 0.188 -2.086
H -4.393 1.422 -0.833
H -3.733 -0.101 -0.423
C -0.260 0.030 5.047
O -0.145 0.418 6.208
N -1.395 -0.236 4.433
C -1.499 -0.573 3.023
C -2.667 -0.312 5.203
H 0.597 -0.239 4.410
H -0.506 -0.420 2.600
H -2.266 -0.049 2.454
H -1.786 -1.622 2.942
H -3.161 -1.233 4.894
H -2.437 -0.512 6.249
H -3.295 0.577 5.142
C 3.172 0.960 3.442
O 2.509 1.785 2.808
N 3.257 0.913 4.815
C 4.029 -0.148 5.500
C 2.545 1.812 5.725
H 3.827 0.189 3.007
H 4.774 0.270 6.177
H 4.539 -0.669 4.690
H 3.402 -0.834 6.070
H 2.363 1.214 6.618
H 3.106 2.704 6.004
H 1.599 2.152 5.303
C -0.314 -0.500 -0.558
O -1.073 -1.453 -0.456
N 0.892 -0.383 0.037
C 1.713 0.832 -0.050
C 1.385 -1.440 0.902
H -0.526 0.408 -1.144
H 2.686 0.567 -0.464
H 1.714 1.458 0.842
H 1.280 1.607 -0.682
H 0.873 -2.396 0.790
H 2.388 -1.615 0.512
H 1.566 -1.068 1.910
C 5.652 -2.216 -0.053
O 4.686 -1.478 -0.179
N 5.821 -3.011 1.031
C 7.033 -3.869 1.328
C 4.824 -3.070 2.120
H 6.524 -2.233 -0.724
H 7.928 -3.581 0.777
H 6.899 -4.944 1.211
H 7.286 -3.771 2.384
H 4.751 -2.052 2.504
H 3.814 -3.393 1.869
H 4.903 -3.754 2.965
C -3.708 -2.945 0.769
O -4.229 -2.559 1.802
N -4.357 -3.602 -0.245
C -3.604 -3.738 -1.542
C -5.777 -4.052 -0.238
H -2.645 -2.786 0.531
H -2.563 -3.514 -1.309
H -4.017 -3.079 -2.305
H -3.586 -4.794 -1.810
H -6.103 -4.121 0.800
H -6.367 -3.333 -0.806
H -5.632 -5.001 -0.753
C 1.130 -3.245 4.689
O 1.970 -2.391 4.463
N 0.688 -3.673 5.892
C -0.471 -4.570 5.956
C 1.225 -3.257 7.129
H 0.448 -3.639 3.920
H -1.028 -4.678 5.026
H -1.198 -4.204 6.681
H -0.168 -5.560 6.295
H 2.171 -2.747 6.948
H 0.674 -2.412 7.540
H 1.252 -4.048 7.879
C 2.519 -1.780 -2.717
O 1.500 -1.156 -2.969
N 3.121 -2.605 -3.527
C 4.279 -3.359 -3.064
C 2.700 -2.825 -4.862
H 3.052 -1.719 -1.756
H 4.417 -3.421 -1.984
H 5.217 -2.987 -3.475
H 4.055 -4.385 -3.356
H 2.520 -3.895 -4.965
H 1.771 -2.363 -5.197
H 3.468 -2.574 -5.593
C 5.591 4.533 -1.636
O 4.657 5.313 -1.489
N 5.826 3.496 -0.782
C 7.182 2.898 -0.718
C 4.937 3.115 0.306
H 6.446 4.624 -2.323
H 7.880 3.319 0.006
H 7.681 3.005 -1.680
H 7.092 1.841 -0.465
H 4.857 2.028 0.329
H 5.247 3.434 1.301
H 3.926 3.469 0.109
*
```

Computed properties:
M	1133.785	g/mol
E_LUMO	0.002	Ha
calculated total energy	-130931.306	eV

Here are the Löwdin charges for atoms 1 to 6, given in e: C -1.499; Cl 0.566; Cl 0.497; Cl 0.606; H -0.006; C -0.054

***

This record from the OMol25 dataset describes 8 unconnected molecules or ions with the total composition C44H109N7O4S in a non-equilibrium geometry. The level of theory is wB97M-V/def2-TZVPD.

The geometry in ORCA input format:
```
! RIJCOSX wB97M-V def2-TZVPD def2/J DEFGRID3
* xyz 0 1
O -2.543 -4.826 -1.972
S -1.142 -5.101 -1.943
O -0.339 -4.711 -0.813
O -1.040 -6.681 -2.295
C -0.528 -6.980 -3.598
C -0.748 -5.692 -4.363
O -0.432 -4.750 -3.363
H 0.527 -7.229 -3.458
H -0.964 -7.885 -4.017
H -1.764 -5.527 -4.730
H -0.010 -5.492 -5.139
C -2.820 5.455 5.964
C -1.621 4.644 6.440
N -0.326 5.216 6.059
C -0.068 6.534 6.597
C 1.450 6.821 6.799
C -0.030 5.074 4.643
C 0.367 3.654 4.247
H -3.644 4.764 5.753
H -2.663 6.087 5.096
H -3.249 6.042 6.783
H -1.610 4.365 7.496
H -1.680 3.665 5.956
H -0.495 7.283 5.920
H -0.440 6.603 7.619
H 1.853 7.160 5.833
H 1.659 7.597 7.526
H 2.026 5.897 6.873
H 0.866 5.685 4.498
H -0.791 5.489 3.967
H -0.312 2.872 4.594
H 1.322 3.413 4.715
H 0.415 3.582 3.160
C 6.663 -3.285 -0.804
C 5.849 -4.423 -0.155
N 5.575 -5.442 -1.143
C 5.814 -6.840 -0.769
C 5.687 -7.811 -1.945
C 4.412 -5.159 -1.982
C 3.048 -5.207 -1.293
H 7.427 -3.715 -1.450
H 7.116 -2.678 -0.017
H 6.057 -2.663 -1.455
H 6.386 -4.816 0.711
H 4.949 -3.999 0.312
H 6.851 -6.795 -0.433
H 5.122 -7.139 0.031
H 4.634 -8.002 -2.149
H 6.236 -7.404 -2.792
H 6.116 -8.767 -1.645
H 4.493 -5.819 -2.844
H 4.529 -4.145 -2.381
H 3.077 -6.126 -0.702
H 2.252 -5.200 -2.039
H 2.877 -4.354 -0.637
C -2.166 0.469 -1.008
C -1.001 0.905 -0.184
N -0.698 -0.028 0.903
C 0.243 0.520 1.885
C 0.314 -0.446 3.081
C -0.275 -1.326 0.369
C 1.043 -1.270 -0.400
H -1.804 -0.129 -1.854
H -2.615 1.340 -1.490
H -2.962 -0.080 -0.510
H -0.188 1.256 -0.837
H -1.295 1.842 0.312
H 1.220 0.695 1.428
H -0.229 1.396 2.331
H -0.669 -0.834 3.350
H 0.828 -1.368 2.795
H 0.779 -0.001 3.959
H -1.002 -1.728 -0.344
H -0.327 -2.147 1.087
H 1.887 -1.367 0.293
H 1.289 -0.346 -0.925
H 1.027 -2.114 -1.091
C 2.887 3.099 0.875
C 3.111 1.685 0.405
N 4.059 1.608 -0.710
C 3.806 2.512 -1.834
C 2.525 2.214 -2.624
C 4.236 0.222 -1.148
C 5.531 0.052 -1.956
H 2.328 3.192 1.806
H 2.318 3.688 0.151
H 3.863 3.578 0.972
H 3.574 1.092 1.196
H 2.163 1.190 0.147
H 4.614 2.603 -2.562
H 3.776 3.527 -1.433
H 1.739 1.961 -1.906
H 2.630 1.387 -3.325
H 2.213 3.108 -3.165
H 4.229 -0.457 -0.295
H 3.358 -0.062 -1.747
H 5.604 -0.952 -2.373
H 5.734 0.815 -2.699
H 6.368 0.059 -1.251
C 2.450 -2.430 -4.414
C 2.102 -1.365 -5.453
N 0.667 -1.284 -5.742
C 0.415 -0.309 -6.797
C 0.973 -0.741 -8.147
C -0.114 -1.063 -4.522
C -1.563 -1.446 -4.771
H 2.250 -2.173 -3.366
H 3.475 -2.793 -4.390
H 1.725 -3.247 -4.516
H 2.440 -0.372 -5.105
H 2.770 -1.498 -6.303
H -0.663 -0.164 -6.873
H 0.795 0.688 -6.520
H 0.761 -0.029 -8.943
H 2.061 -0.751 -8.076
H 0.573 -1.729 -8.367
H 0.007 -0.036 -4.142
H 0.268 -1.694 -3.721
H -2.052 -0.980 -5.622
H -2.229 -1.238 -3.929
H -1.485 -2.530 -4.875
C -0.784 -0.589 6.923
C -1.969 -1.231 6.193
N -3.148 -0.416 5.995
C -3.633 0.283 7.183
C -4.218 -0.743 8.165
C -3.132 0.480 4.803
C -4.524 0.650 4.239
H -0.580 0.374 6.451
H 0.135 -1.173 6.820
H -0.906 -0.485 8.001
H -1.635 -1.662 5.243
H -2.321 -2.199 6.571
H -2.818 0.739 7.763
H -4.362 1.055 6.956
H -4.247 -0.337 9.189
H -5.280 -0.968 8.044
H -3.637 -1.650 8.310
H -2.545 -0.069 4.063
H -2.605 1.404 5.069
H -5.024 1.438 4.798
H -5.015 -0.323 4.277
H -4.470 0.845 3.166
C -7.831 3.482 -2.182
C -6.381 3.478 -1.783
N -5.467 3.121 -2.920
C -4.085 3.604 -2.728
C -3.756 4.590 -3.878
C -5.567 1.725 -3.219
C -4.951 1.409 -4.605
H -7.988 4.188 -3.000
H -8.475 3.749 -1.345
H -8.177 2.520 -2.560
H -6.043 4.461 -1.457
H -6.152 2.732 -1.012
H -4.079 4.238 -1.840
H -3.252 2.903 -2.714
H -3.257 4.110 -4.720
H -4.612 5.128 -4.281
H -3.118 5.358 -3.426
H -6.590 1.365 -3.343
H -5.048 0.992 -2.575
H -5.038 0.355 -4.879
H -3.928 1.759 -4.733
H -5.573 1.891 -5.368
*
```

Computed properties:
M	832.468	g/mol
structure (SMILES)	O=S1(=O)OCCO1.CCN(CC)CC.CCN(CC)CC.CCN(CC)CC.CCN(CC)CC.CCN(CC)CC.CCN(CC)CC.CCN(CC)CC
E_LUMO	0.018	Ha
calculated total energy	-76846.280	eV

Here are the Löwdin charges for atoms 1 to 6, given in e: O -0.222; S 0.651; O -0.222; O -0.207; C -0.153; C -0.172

***

It is found that the HOMO energy values, taken in the order of the records, are -8.42, -7.93 eV.